[1]
DFT (ωB97M-V/def2-TZVPD) results for a cluster of 2 separate species, C3H2Cl2N2O2 in total in a non-equilibrium geometry.

```
! RIJCOSX wB97M-V def2-TZVPD def2/J DEFGRID3
* xyz 0 1
C 1.52741 -1.72761 0.03997
C 1.39559 -0.45240 0.63186
C -1.18338 0.13122 -0.61432
N 1.54478 -2.83198 -0.33146
N -1.07007 1.46986 -0.11036
O -0.11861 2.05865 -0.63054
O -1.88278 1.94139 0.67406
Cl 2.06459 0.93231 0.11983
Cl -2.15041 -1.05440 0.20502
H 0.76408 -0.37611 1.63810
H -0.89119 -0.09093 -1.62218
*
```

Summary:
Gap between HOMO and LUMO (spin up / spin down): 0.2527 / 0.3073 Ha
Max |F|: 4.00 eV Å⁻¹
LUMO (spin up / spin down): -2.33 / -1.71 eV
Calculated total energy: -1295.647049 Eh
ΔE to the lowest compared entry with this formula, charge and spin: 69.8 kcal/mol

[2]
DFT (ωB97M-V/def2-TZVPD) results for a cluster of 2 separate species, C3H2Cl2S in total in a non-equilibrium geometry.

```
! RIJCOSX wB97M-V def2-TZVPD def2/J DEFGRID3
* xyz 0 1
C -0.26964 0.81283 -0.28345
C 1.70347 -0.60176 0.22071
C -1.36509 0.20381 -0.00582
S 2.80110 -0.42412 -0.82080
Cl -3.06449 0.85783 -0.40030
Cl -1.56674 -1.51208 0.54802
H 0.18390 1.74636 -0.37419
H 1.57748 -1.08288 1.11583
*
```

Summary:
Gap between HOMO and LUMO (spin up / spin down): 0.2707 / 0.2886 Ha
Max |F|: 3.82 eV Å⁻¹
LUMO (spin up / spin down): -0.98 / -0.79 eV
Calculated total energy: -1433.888941 Eh
ΔE to the lowest compared entry with this formula, charge and spin: 92.3 kcal/mol

[3]
DFT (ωB97M-V/def2-TZVPD) results for a structure of composition C3H2Cl3N in a non-equilibrium geometry.

```
! RIJCOSX wB97M-V def2-TZVPD def2/J DEFGRID3
* xyz 0 1
C -0.09552 1.28583 -0.95977
C -0.19402 0.86206 0.37250
C 0.17758 -1.08005 0.22340
N 0.14082 1.57211 -2.04079
Cl -0.83302 -1.78277 1.50997
Cl 1.83495 -1.36394 0.49500
Cl -0.39838 -1.69555 -1.32250
H -1.14378 0.94736 0.74855
H 0.51137 1.25495 0.97365
*
```

Summary:
Gap between HOMO and LUMO: 0.3924 Ha
Max |F|: 5.50 eV Å⁻¹
LUMO: 0.01 eV
Calculated total energy: -1550.776934 Eh
ΔE to the lowest compared entry with this formula, charge and spin: 26.3 kcal/mol

[4]
DFT (ωB97M-V/def2-TZVPD) results for an isolated molecule of C3H2Cl3NO3 in a non-equilibrium geometry.

```
! RIJCOSX wB97M-V def2-TZVPD def2/J DEFGRID3
* xyz 0 1
O 0.83437 2.29968 -0.30319
N -0.00646 1.56292 0.13701
O -0.94848 1.84448 0.82980
C 0.24988 0.13584 -0.24753
C -1.25562 -0.77611 0.08605
Cl -1.05319 -2.35312 -0.70227
Cl -1.48705 -0.85235 1.89535
Cl -2.64759 0.04814 -0.50738
C 1.54057 -0.51901 -0.13913
O 1.02421 -0.04858 -1.34747
H 2.28224 0.17264 0.15711
H 1.46712 -1.51453 0.14166
*
```

Summary:
Gap between HOMO and LUMO: 0.3959 Ha
Max |F|: 4.15 eV Å⁻¹
LUMO: -0.20 eV
Calculated total energy: -1776.379208 Eh
ΔE to the lowest compared entry with this formula, charge and spin: 21.4 kcal/mol
SMILES: O=[N+]([O-])[C@]1(C(Cl)(Cl)Cl)CO1

[5]
DFT (ωB97M-V/def2-TZVPD) results for a structure of composition C3H2Cl3O3 in a non-equilibrium geometry.

```
! RIJCOSX wB97M-V def2-TZVPD def2/J DEFGRID3
* xyz -1 3
C -0.35262 -1.77679 0.49480
C -0.25856 -0.22778 -1.58645
C 0.36791 -1.42357 -0.90152
O -0.61610 -0.71899 1.27606
O -0.63855 -2.93637 0.63925
O 1.31763 -2.01002 -1.36599
Cl -2.01367 -0.49242 -1.81668
Cl 0.36567 0.02874 -3.17481
Cl 0.83898 1.52457 0.95982
H -0.18404 0.78997 -1.09351
H -0.08171 0.43345 0.99404
*
```

Summary:
<S²>: 2.010
Gap between HOMO and LUMO (spin up / spin down): 0.2264 / 0.2610 Ha
Max |F|: 3.89 eV Å⁻¹
LUMO (spin up / spin down): 3.27 / 0.66 eV
Calculated total energy: -1721.795114 Eh

[6]
DFT (ωB97M-V/def2-TZVPD) results for a cluster of 2 separate species, C3H2ClF2N in total in a non-equilibrium geometry.

```
! RIJCOSX wB97M-V def2-TZVPD def2/J DEFGRID3
* xyz 0 1
C -1.63722 1.12950 -0.38372
C -0.41031 -0.87554 0.44680
C -1.71242 -0.19050 0.18670
N -1.51873 2.10674 -1.00520
F 0.28478 -1.01275 -0.74549
F -2.14509 0.38304 1.90294
Cl -3.06944 -1.07360 -0.12034
H -0.61495 -1.83495 0.82214
H 0.33853 -0.31268 1.05735
*
```

Summary:
Gap between HOMO and LUMO: 0.3949 Ha
Max |F|: 4.99 eV Å⁻¹
LUMO: -1.71 eV
Calculated total energy: -830.096646 Eh
ΔE to the lowest compared entry with this formula, charge and spin: 27.8 kcal/mol

[7]
DFT (ωB97M-V/def2-TZVPD) results for an isolated molecule of C3H2ClIO in a non-equilibrium geometry.

```
! RIJCOSX wB97M-V def2-TZVPD def2/J DEFGRID3
* xyz 0 1
O -0.30683 -1.98358 0.89754
C -0.41361 -0.89069 1.36842
Cl -0.81105 -0.61199 3.11235
C -0.23950 0.37335 0.65829
C 0.20107 0.12032 -0.70857
I 0.62915 1.56940 -2.03589
H -0.22373 1.24333 1.14875
H 0.45752 -0.88372 -0.82813
*
```

Summary:
Gap between HOMO and LUMO: 0.3208 Ha
Max |F|: 7.97 eV Å⁻¹
LUMO: -0.96 eV
Calculated total energy: -948.593407 Eh
ΔE to the lowest compared entry with this formula, charge and spin: 11.5 kcal/mol
SMILES: O=C(Cl)/C=C/I

[8]
DFT (ωB97M-V/def2-TZVPD) results for a cluster of 2 separate species, C3H2ClIO in total in a non-equilibrium geometry.

```
! RIJCOSX wB97M-V def2-TZVPD def2/J DEFGRID3
* xyz 0 1
C 0.27901 -0.25828 -0.56526
C -0.91753 -0.74625 -0.55653
C 0.56415 1.30483 0.85531
O -0.27724 2.08070 1.06033
Cl 2.00968 0.94023 1.58016
I -1.30501 -2.61022 -1.47906
H 1.33663 -0.39099 -0.82581
H -1.68969 -0.32003 -0.06914
*
```

Summary:
Gap between HOMO and LUMO: 0.3324 Ha
Max |F|: 5.67 eV Å⁻¹
LUMO: -0.10 eV
Calculated total energy: -948.524781 Eh
ΔE to the lowest compared entry with this formula, charge and spin: 54.6 kcal/mol